Below is a structure of composition C3H5FN2O2, with properties calculated with wB97M-V/def2-TZVPD.

```
13
Properties=species:S:1:pos:R:3:mulliken_charge:R:1
C -0.0605 1.1086 -0.2594 0.19
C 0.2052 -0.1606 0.0442 -0.28
C -0.1101 1.4818 -1.6523 -1.25
N 0.1401 -0.6690 1.3355 0.01
N -0.3218 -1.9487 1.4620 0.94
O -1.4262 -2.0381 0.9926 -0.54
O 0.2672 -2.8162 2.0508 -0.54
F 1.6678 -0.6672 1.9871 -0.32
H -0.0734 1.8928 0.5998 0.30
H 0.2782 -0.9134 -0.6465 0.42
H 0.2841 2.3884 -1.7634 0.41
H 0.3532 0.7741 -2.2450 0.38
H -1.2038 1.5677 -1.9053 0.28
```

Calculated values
Calculated total energy   -476.90638 a.u.
2S+1   1



Below is an isolated molecule of C4H10N2, with properties calculated with wB97M-V/def2-TZVPD.

```
16
Properties=species:S:1:pos:R:3:mulliken_charge:R:1
H 0.2652 -2.1749 0.8095 0.27
N 1.2634 -1.5403 0.6858 -0.76
C 1.1213 -0.4918 -0.0617 0.48
N 2.2730 0.3368 -0.4308 -0.54
C -0.3145 0.1286 -0.3585 0.56
C -1.5098 -0.9201 -0.4016 -1.55
C -0.6499 1.3212 0.6061 -1.29
H 2.3011 1.3452 -0.8856 0.25
H 3.2658 0.4279 0.1060 0.27
H -0.2099 0.5316 -1.4146 0.20
H -1.6181 -1.5090 0.5099 0.36
H -1.3368 -1.6493 -1.2500 0.33
H -2.5391 -0.5894 -0.5352 0.39
H -0.7718 0.9047 1.6267 0.31
H 0.0790 2.0876 0.7246 0.36
H -1.6188 1.7912 0.2696 0.33
```

Calculated values
Calculated total energy   -267.85072 a.u.
SMILES   [H]/N=C(/N)C(C)C
2S+1   1



Below is a cluster of 2 separate species, C3H6N2O2 in total, with properties calculated with wB97M-V/def2-TZVPD.

```
13
Properties=species:S:1:pos:R:3:mulliken_charge:R:1
C 3.0515 1.1796 0.3163 -0.93
C 2.3723 0.2882 -0.3660 0.68
O 1.7750 -0.5421 -0.8930 -0.33
H 3.7873 0.7711 0.8586 0.30
H 2.6604 2.1017 0.0928 0.28
C -1.6733 -0.9215 0.0413 -0.69
N -1.2712 -0.0226 -1.0369 0.08
N -1.0399 1.3107 -0.9620 -0.07
O -1.4454 1.8809 0.0739 -0.41
H -2.6185 -0.4639 0.4472 0.23
H -0.7604 -0.8473 0.5828 0.27
H -1.9381 -1.8222 -0.4723 0.32
H -1.2330 -0.4908 -1.9167 0.26
```

Calculated values
Calculated total energy   -377.75047 a.u.
SMILES   C=C=O.CNN=O
2S+1   1



Which value of 2S+1 does entry 1 give?
1